Molecular formula: C56H91BN13O8
Method: DFT, ωB97M-V/def2-TZVPD

## Properties
ΔE to the lowest compared entry with this formula, charge and spin = 35.3 kJ/mol
total charge = -1
highest occupied orbital energy = -8.80 eV
Kohn-Sham gap = 10.5 eV
LUMO level = 1.677 eV

The geometry in XYZ format:
```
169
C56H91BN13O8 (ωB97M-V/def2-TZVPD)
O 1.18216 2.29510 1.73687
C 0.82469 1.53211 0.91235
O 0.24545 0.36538 1.09981
B -0.02911 -0.26193 -0.19570
O 0.45074 0.69441 -1.18817
C 0.96973 1.72978 -0.60943
O 1.41987 2.64591 -1.15107
O -1.44150 -0.55723 -0.39496
C -1.58690 -1.79151 -0.74287
O -2.55138 -2.25867 -1.16885
C -0.19583 -2.44183 -0.75559
O 0.65290 -1.54681 -0.36096
O 0.03715 -3.50314 -1.11261
C 3.49502 -3.75138 -2.29547
C 3.67527 -3.99861 -3.79156
C 4.60979 -5.14952 -4.04725
C 6.00649 -4.90472 -3.66685
N 7.09654 -4.74685 -3.37353
H 3.13675 -4.62199 -1.75209
H 2.70575 -2.99359 -2.22214
H 4.40536 -3.33822 -1.86165
H 4.03827 -3.09226 -4.26801
H 2.70258 -4.23000 -4.22423
H 4.59803 -5.53782 -5.06994
H 4.31980 -6.01556 -3.43185
C -5.92523 -3.96348 -3.89619
C -4.66597 -4.34569 -3.16154
C -4.89170 -5.12339 -1.86752
C -5.36460 -6.49987 -2.12119
N -5.71779 -7.56973 -2.33295
H -6.52293 -4.86099 -4.07852
H -5.69860 -3.52597 -4.86491
H -6.51362 -3.27269 -3.29391
H -4.08210 -3.45665 -2.88499
H -3.92402 -4.89444 -3.74834
H -5.65547 -4.72167 -1.18636
H -3.97906 -5.20025 -1.27013
C 2.59468 -0.09423 4.16265
C 2.14460 1.19351 4.82012
C 3.18752 2.31204 4.65472
C 4.37912 2.02801 5.42313
N 5.27562 1.76777 6.05871
H 1.76808 -0.80215 4.05111
H 3.43033 -0.56304 4.68735
H 2.94309 0.12098 3.14614
H 1.90686 1.09962 5.87831
H 1.23933 1.53283 4.31133
H 2.74649 3.22482 5.05675
H 3.42719 2.46469 3.60930
C -3.00757 0.15861 3.55510
C -1.92336 -0.89814 3.59381
C -1.77616 -1.47064 4.99933
C -1.29908 -0.44513 5.93249
N -0.87214 0.36664 6.61047
H -2.74267 0.98756 4.21581
H -3.99023 -0.20613 3.85396
H -3.10860 0.54802 2.53917
H -0.97298 -0.48641 3.25154
H -2.21144 -1.68249 2.88916
H -1.00703 -2.25437 5.02528
H -2.70222 -1.92023 5.35833
C -5.86888 0.11914 1.19363
C -4.95027 -0.83135 0.43019
C -5.23831 -2.30235 0.67554
C -4.91515 -2.70252 2.04117
N -4.64268 -3.01462 3.11707
H -5.80126 0.01715 2.28050
H -6.92601 -0.04309 0.94244
H -5.68159 1.16795 0.96056
H -3.91969 -0.56005 0.66666
H -5.09416 -0.57903 -0.62456
H -4.62361 -2.93522 0.02564
H -6.26063 -2.59373 0.41750
C -2.92065 2.75937 0.81211
C -2.53580 3.26000 -0.58040
C -3.14660 4.61603 -0.93534
C -3.00559 5.56856 0.15877
N -2.85065 6.25537 1.03808
H -2.56513 1.74359 0.95231
H -4.01695 2.73762 0.86778
H -2.55454 3.43194 1.58467
H -2.83607 2.54612 -1.34585
H -1.45294 3.36219 -0.68654
H -4.22523 4.54367 -1.12457
H -2.68054 4.99227 -1.84235
C 4.88446 -3.77542 1.97660
C 3.45324 -3.37652 2.36845
C 2.78260 -2.49329 1.34230
C 3.58629 -1.32950 0.99135
N 4.21427 -0.46190 0.66309
H 5.48591 -2.87493 1.83361
H 4.87975 -4.25876 0.99063
H 5.31028 -4.46645 2.69429
H 3.45393 -2.87892 3.34286
H 2.82937 -4.26826 2.49133
H 1.79911 -2.17901 1.66768
H 2.66870 -3.04567 0.40557
C 1.20691 5.68715 -1.97198
C 1.46380 5.95121 -3.43184
C 1.63302 4.64769 -4.24064
C 0.42625 3.81998 -4.27051
N -0.52930 3.18091 -4.29461
H 2.05778 5.17615 -1.52676
H 0.34786 5.01821 -1.86728
H 0.94449 6.60148 -1.44120
H 2.30321 6.61229 -3.63873
H 0.59094 6.47806 -3.84268
H 2.43407 4.00917 -3.85306
H 1.86315 4.88498 -5.28430
C 5.79095 4.59191 -0.69354
C 4.97484 3.37886 -0.26179
C 5.01362 3.21244 1.24379
C 4.48898 4.37052 1.95085
N 4.07219 5.29771 2.47115
H 5.40943 5.51664 -0.24575
H 5.74698 4.73736 -1.77223
H 6.84260 4.48544 -0.41128
H 5.43839 2.51795 -0.74438
H 3.96498 3.49610 -0.64302
H 6.06601 3.10408 1.53782
H 4.52882 2.30582 1.60682
C -0.27872 5.34167 4.54235
C -0.63038 4.84662 3.13507
C 0.46287 5.22215 2.13420
C 0.66403 6.67147 2.04687
N 0.80326 7.78009 1.98423
H -0.27735 6.43333 4.58203
H 0.69562 4.96297 4.86359
H -1.01878 5.00443 5.27150
H -1.60109 5.26857 2.88654
H -0.70939 3.75792 3.19168
H 0.23733 4.85426 1.12806
H 1.38917 4.73696 2.43956
C -4.59932 -0.33997 -4.35611
C -3.58732 0.44924 -3.50810
C -2.17222 -0.12948 -3.68949
C -1.58589 -0.16496 -5.01721
N -1.11460 -0.22872 -6.05345
H -4.52887 -0.11031 -5.41984
H -5.60756 -0.04065 -4.04765
H -4.47402 -1.40664 -4.18072
H -3.88126 0.30814 -2.46975
H -3.58989 1.50416 -3.78282
H -2.18623 -1.11757 -3.22500
H -1.52364 0.48666 -3.04521
C -0.92103 -5.71017 1.42527
C -1.35631 -4.72143 2.47088
C -1.13231 -5.20279 3.89628
C -1.89152 -6.39817 4.22275
N -2.48660 -7.33001 4.48125
H -1.15775 -5.36473 0.42049
H -1.31570 -6.71140 1.59597
H 0.17304 -5.82605 1.43921
H -2.44838 -4.62802 2.38392
H -0.97069 -3.71486 2.31836
H -1.43501 -4.42094 4.59602
H -0.07818 -5.41750 4.10260
C 2.36381 -0.59047 -5.16055
C 2.10051 -0.10652 -3.74125
C 3.30005 0.41288 -3.01126
C 3.78160 1.67873 -3.56984
N 4.17778 2.67032 -4.00631
H 3.28089 -1.18199 -5.19271
H 2.51188 0.25193 -5.84173
H 1.49217 -1.13948 -5.50666
H 1.62414 -0.89520 -3.14450
H 1.29407 0.63689 -3.75156
H 4.13064 -0.29532 -3.09003
H 3.10621 0.61307 -1.95636
```

=====

Molecular formula: C56H98F6O28S8
Method: DFT, ωB97M-V/def2-TZVPD

## Properties
total charge = 0
highest occupied orbital energy = -10.11 eV
Kohn-Sham gap = 10.2 eV
LUMO level = 0.052 eV

The geometry in XYZ format:
```
196
C56H98F6O28S8 (ωB97M-V/def2-TZVPD)
C 9.01001 -2.28201 -0.40080
C 8.12464 -1.32560 0.41733
O 6.75724 -1.76740 0.19750
C 5.92277 -1.12328 0.96626
O 6.12681 -0.29902 1.76090
C 4.49810 -1.64991 0.63888
F 4.49348 -3.00541 0.89503
F 3.67765 -1.09269 1.53855
F 3.96435 -1.38185 -0.59132
H 8.84330 -2.03694 -1.45743
H 8.76462 -3.34370 -0.34648
H 10.02228 -1.97374 -0.07641
H 8.31705 -0.24815 0.22876
H 8.22956 -1.44155 1.46979
C 1.58037 0.21435 -3.31183
C 1.70458 0.70244 -4.86599
O 2.86440 1.51956 -5.07251
C 2.68511 2.80809 -4.90697
O 1.66646 3.35981 -4.58767
C 3.86744 3.66666 -5.35812
F 4.94216 2.95877 -5.64515
F 3.46916 4.23076 -6.51863
F 4.25785 4.57383 -4.56444
H 2.48784 -0.37239 -3.03377
H 0.79838 -0.50705 -3.40446
H 1.34494 1.05377 -2.67078
H 0.83406 1.22170 -5.20471
H 1.95481 -0.20374 -5.45428
O 1.90363 -5.13779 -5.44760
C 0.99617 -4.54306 -4.93302
O 0.30221 -5.01828 -3.90758
C -0.81859 -4.21166 -3.58612
C -0.60118 -2.83682 -4.23613
C 0.48264 -3.18473 -5.32016
H -0.93888 -4.19065 -2.50858
H -1.70831 -4.70788 -3.97691
H -0.10399 -2.18983 -3.48840
H -1.55205 -2.45335 -4.58924
H 1.23100 -2.47170 -5.12910
H 0.19639 -3.11079 -6.35760
O 3.88745 2.01863 -2.55861
C 4.17467 2.39467 -1.46915
O 4.53330 1.45947 -0.47489
C 4.58739 2.06961 0.85393
C 3.88872 3.43559 0.72044
C 3.91539 3.75607 -0.79743
H 5.63193 2.18392 1.13331
H 4.16800 1.34303 1.56917
H 4.38821 4.22728 1.29293
H 2.87408 3.35290 1.19206
H 4.66417 4.43301 -1.25699
H 2.97500 4.01608 -1.26472
O -4.56257 1.91394 1.87365
C -5.18452 1.82097 0.85155
O -5.90727 0.68898 0.54272
C -6.49014 0.87883 -0.79557
C -6.49630 2.41606 -1.03850
C -5.22497 2.80898 -0.28761
H -7.48830 0.49825 -0.66195
H -5.89398 0.34870 -1.51123
H -7.33969 2.88254 -0.54278
H -6.48180 2.67890 -2.08223
H -5.18742 3.81864 0.16512
H -4.39259 2.60049 -0.92857
O 2.21837 -3.22414 -2.49600
C 3.14499 -3.63700 -3.10992
O 3.66526 -2.94283 -4.16944
C 4.67653 -3.65675 -4.86785
C 4.79255 -5.01907 -4.14585
C 3.96398 -4.88990 -2.86514
H 5.59138 -3.07424 -4.73238
H 4.47237 -3.71261 -5.94191
H 5.83139 -5.25142 -3.89920
H 4.32530 -5.78082 -4.77701
H 4.57096 -4.67793 -1.97560
H 3.34141 -5.71964 -2.61783
C -4.32087 -2.66414 -1.58454
C -4.49668 -3.18484 -0.12599
C -6.01601 -2.95294 0.10385
S -6.84885 -3.01451 -1.45082
O -7.39213 -1.69996 -1.64623
O -7.67790 -4.19661 -1.38955
C -5.42924 -3.33137 -2.45019
H -3.35320 -2.99481 -1.96888
H -4.33908 -1.56166 -1.62457
H -3.88629 -2.64169 0.59636
H -4.16035 -4.19717 -0.01685
H -6.13177 -1.93799 0.46540
H -6.48070 -3.60925 0.77742
H -5.54030 -2.82693 -3.37846
H -5.33609 -4.44000 -2.43468
C 1.07092 -5.24404 1.80720
C 1.73440 -5.26521 0.40469
C 0.97976 -6.21676 -0.53075
S -0.63603 -6.31046 0.22050
O -0.76425 -7.62361 0.83662
O -1.71709 -5.92921 -0.67130
C -0.42813 -5.11208 1.53162
H 1.38092 -4.42732 2.46376
H 1.22430 -6.22487 2.33929
H 2.78276 -5.61468 0.49424
H 1.77615 -4.23392 -0.05358
H 1.40219 -7.22717 -0.62586
H 0.94578 -5.76685 -1.50803
H -1.06369 -5.44262 2.34782
H -0.75788 -4.12323 1.23403
C 4.28208 1.47320 4.91668
C 2.73473 1.56650 5.20796
C 2.21079 0.23446 4.65550
S 3.45738 -0.98635 5.16889
O 3.90454 -1.71420 4.02773
O 3.01600 -1.60787 6.37254
C 4.75342 0.16530 5.56720
H 4.79400 2.28664 5.41191
H 4.46223 1.51515 3.82005
H 2.26131 2.33405 4.64912
H 2.45501 1.69210 6.26841
H 2.23804 0.09084 3.55617
H 1.25507 -0.08409 5.03107
H 5.67714 -0.23325 5.14014
H 4.82550 0.28536 6.63620
C -1.99097 3.77797 -4.19350
C -3.49342 3.54232 -4.50243
C -3.78907 2.00965 -4.54151
S -2.25012 1.23191 -4.03514
O -1.55181 0.75676 -5.19578
O -2.55242 0.28667 -2.96076
C -1.49460 2.64005 -3.31984
H -1.83852 4.81829 -3.87714
H -1.47120 3.75058 -5.14715
H -3.77870 3.95236 -5.47235
H -4.20090 3.83642 -3.76567
H -3.94822 1.56395 -5.55207
H -4.57598 1.70864 -3.85504
H -0.45196 2.53472 -3.33559
H -1.82161 2.66988 -2.27673
C -0.60740 3.95103 4.84114
C -1.40544 3.54161 3.54868
C -2.32029 2.42171 3.96666
S -2.97973 2.93633 5.47420
O -3.15264 1.88417 6.45799
O -4.16546 3.71245 5.21662
C -1.63095 4.02071 6.02358
H -0.12833 4.90962 4.66034
H 0.24489 3.28740 4.91833
H -0.72232 3.24757 2.74707
H -2.07678 4.31091 3.21599
H -1.80950 1.46369 4.15824
H -3.12891 2.22526 3.28288
H -1.31803 3.62860 7.02282
H -2.05423 5.03753 6.08639
C -0.35933 -0.98898 -0.38996
C -1.64878 -0.48610 0.26483
C -1.37374 1.01718 0.63107
S 0.40403 1.29391 0.63795
O 0.84487 1.82968 1.88383
O 0.89867 2.07855 -0.44695
C 0.85710 -0.38615 0.36465
H -0.28110 -0.75753 -1.47664
H -0.32060 -2.08266 -0.37574
H -1.85311 -1.09006 1.14918
H -2.49411 -0.59874 -0.40078
H -1.71290 1.38851 1.56065
H -1.65618 1.70340 -0.15814
H 0.93827 -0.88147 1.30102
H 1.80612 -0.39673 -0.15555
C -0.12499 6.81029 1.19525
C 0.76168 5.67593 0.74004
C 0.23203 5.30315 -0.67435
S -1.53713 5.18493 -0.44703
O -1.84366 3.84216 -0.01525
O -2.25870 5.62575 -1.62167
C -1.62728 6.40419 0.89251
H 0.02056 7.71375 0.57138
H -0.09518 7.09354 2.23209
H 0.77931 4.79720 1.40297
H 1.78659 6.07647 0.66784
H 0.51454 4.38527 -1.20472
H 0.37215 6.15175 -1.36829
H -2.05595 5.89075 1.74815
H -2.29267 7.21261 0.56276
C -4.39690 -1.83667 6.17566
C -5.04487 -0.78790 5.21887
C -4.56221 -0.90032 3.78527
S -2.94930 -1.73736 4.01658
O -1.88789 -0.85138 3.53232
O -3.02973 -3.07503 3.46995
C -2.89913 -1.80398 5.81317
H -4.85419 -2.83731 6.08760
H -4.47702 -1.60071 7.23222
H -4.74836 0.18435 5.58626
H -6.10542 -0.84940 5.17032
H -4.33492 0.08055 3.28524
H -5.18590 -1.52453 3.17778
H -2.45734 -0.89124 6.07750
H -2.36232 -2.69829 6.03059
```

=====

Among the records above, which one has the lowest highest occupied orbital energy? C56H98F6O28S8